The following is a DFT calculation (ωB97M-V with the def2-TZVPD basis set) of a cluster of 3 separate species, C18H35BrClN4O4S in total.

Geometry as XYZ:
```
64
Properties=species:S:1:pos:R:3:mulliken_charge:R:1
C 3.3574 0.4254 1.2391 -1.19
C 3.5401 -0.8779 0.3605 0.45
Cl 4.6618 -0.4500 -1.0414 -0.20
C 2.2025 -1.4777 -0.2549 -1.49
N 0.9789 -0.7165 0.0621 0.35
C 0.2532 -1.0086 1.2345 -0.05
S 0.8055 -2.2837 2.4381 -0.17
C -0.9823 -0.3149 1.5919 -0.63
C -1.5021 0.7483 0.6933 0.98
C -2.8438 1.4097 1.1199 0.04
O -3.1328 1.3489 2.2875 -0.38
O -3.7464 2.0147 0.2484 -0.44
C -0.7241 1.0443 -0.5162 -0.34
Br -1.3759 2.4176 -1.7272 -0.07
C 0.5296 0.2822 -0.7963 1.13
C 1.2830 0.6738 -2.1293 -1.10
N 0.4358 0.3183 -3.3036 -0.46
H 2.4011 0.4749 1.8178 0.28
H 3.5600 1.3181 0.5942 0.33
H 4.1851 0.4068 2.0100 0.38
H 4.1022 -1.6330 0.9666 0.45
H 2.1403 -2.5485 0.0939 0.36
H 2.3681 -1.5546 -1.3672 0.57
H 0.6335 -3.5050 1.8310 0.22
H -1.5621 -0.5440 2.5209 0.50
H -3.5569 2.9729 0.3096 0.35
H 1.3840 1.7985 -2.1041 0.46
H 2.3230 0.2691 -2.1925 0.24
H 1.0119 -0.1949 -3.9756 0.18
H 0.1555 1.2003 -3.7432 0.26
C -0.0833 -5.4533 -6.6216 -1.39
C -0.6964 -4.5422 -5.5624 0.35
C -0.3126 -3.0599 -5.7269 -0.78
O 1.0086 -2.7425 -5.3022 -0.27
C 2.0207 -3.0396 -6.2532 -0.77
N -0.3362 -5.0496 -4.2325 -0.72
H 0.9721 -5.6588 -6.4375 0.29
H -0.5951 -6.4174 -6.6310 0.36
H -0.1787 -5.0171 -7.6190 0.35
H -1.7838 -4.6097 -5.6696 0.40
H -0.9745 -2.4687 -5.0853 0.35
H -0.4825 -2.7115 -6.7528 0.43
H 1.6788 -2.8862 -7.2798 0.35
H 2.3765 -4.0627 -6.1198 0.25
H 2.8650 -2.3729 -6.0658 0.24
H -0.8289 -4.5023 -3.5296 0.26
H 0.6436 -4.8182 -4.0751 0.32
C -2.0543 2.6063 5.1025 -1.38
C -2.6580 3.4937 6.1870 0.54
C -2.2855 4.9817 6.0452 -0.76
O -0.9633 5.2990 6.4563 -0.39
C 0.0364 5.0293 5.4910 -0.63
N -2.2759 2.9632 7.5003 -0.75
H -0.9946 2.4041 5.2684 0.20
H -2.5605 1.6391 5.0816 0.39
H -2.1662 3.0606 4.1146 0.25
H -3.7465 3.4212 6.0936 0.41
H -2.9414 5.5559 6.7065 0.37
H -2.4724 5.3483 5.0276 0.40
H -0.3194 5.2007 4.4706 0.28
H 0.4017 4.0053 5.5996 0.21
H 0.8772 5.6988 5.6817 0.28
H -2.7612 3.4929 8.2210 0.28
H -1.2956 3.1980 7.6488 0.31
```

Calculated values
Max |F|: 2.8 eV Å⁻¹
DFT total energy: -126774.42917 eV
Gap between HOMO and LUMO: 5.68 eV
HOMO: -0.3996 Eh
Charge: +1